The following is a DFT calculation (the ωB97M-V functional and the def2-TZVPD basis) of a cluster of 8 separate species, C44H91N12O6 in total in a non-equilibrium geometry.

Output
LUMO (alpha / beta) (eV): -11.993 / -14.856
Net charge: +6
2S+1: 2

Positions of all 153 atoms, in Å:
1 C -2.45051 -4.30260 -0.91094
2 C 2.72030 2.84037 -0.97906
3 H -5.68093 2.36846 6.13809
4 H -4.42930 -1.12008 -4.72421
5 H 5.28231 3.80048 4.10117
6 C 0.40228 -0.83201 -6.79282
7 C -2.80500 -0.49168 3.73757
8 H -1.91111 -1.27396 -1.77013
9 H -2.45519 2.33618 0.60510
10 H -3.03419 -5.11025 -0.49451
11 H 0.81853 -1.11503 -0.58318
12 H 2.21190 0.93846 -5.69870
13 C -1.16049 0.70573 -7.35722
14 C 4.05276 0.33708 -3.22199
15 C -3.66669 -1.10467 -3.94555
16 H -1.76254 4.20274 1.46583
17 C -3.37503 1.12047 -3.76563
18 O -3.82724 0.00232 -3.10696
19 H 4.40827 1.29526 -3.60093
20 H 2.30435 -5.11692 -0.16006
21 H 1.37580 3.98853 3.68324
22 C 2.20653 5.15335 0.04503
23 H 2.20035 2.22518 -1.71343
24 C -3.23737 2.51570 -0.13251
25 H -0.94048 -6.33952 -0.88611
26 H 1.27580 -1.39542 -7.12089
27 H -2.60833 -1.24288 4.50249
28 N 4.15070 0.92678 2.79269
29 H -0.84599 -5.54574 -3.81443
30 H -2.60373 2.23968 3.15878
31 C 1.87115 -4.28342 0.39283
32 H -2.72086 -1.28863 -4.45511
33 H 1.13475 -1.53154 -4.78760
34 H 0.48305 -5.61004 -1.77338
35 C 4.86513 -4.82665 2.46042
36 H 4.05907 0.10850 1.02682
37 C 2.93759 -5.72465 2.97207
38 H -1.77930 -0.19880 3.51341
39 H 1.69683 0.28682 -0.24806
40 C -5.68519 0.19954 1.36416
41 N -1.28128 -4.44308 -1.62716
42 H 2.79079 4.93997 3.39408
43 H -5.37756 2.03881 -0.52871
44 N -2.71697 1.74702 -1.36216
45 H -1.49258 7.12660 1.78880
46 H 4.24675 0.43404 -2.15379
47 H 1.39978 -3.58667 -0.30034
48 C 0.89149 -0.62328 -5.33896
49 N 1.89336 3.85420 -0.26116
50 H -4.18153 2.83896 -2.65644
51 H -5.31513 4.36922 5.27458
52 H 6.27487 -0.06290 1.57040
53 H -4.77668 -3.21134 -0.16491
54 H -4.15056 1.49087 -4.43602
55 H -6.48701 -0.15491 0.71643
56 N 2.19737 0.09553 -5.14250
57 H -1.71760 1.62228 -1.28584
58 H 2.00737 1.39137 2.86534
59 H -1.41363 6.73986 0.08500
60 H 7.25855 -5.99097 2.84412
61 H -4.85746 -0.30041 5.64812
62 H 6.44997 -7.52286 3.44532
63 H -2.14299 -6.40461 -2.98921
64 C 5.16094 1.77282 3.14526
65 C -4.08578 -2.38045 -0.30772
66 C 1.18748 5.71247 0.78879
67 C -1.83273 -2.33562 -1.58814
68 C -1.68685 6.33876 1.06101
69 O -0.06282 0.61296 -1.34753
70 H 2.97503 -0.45727 -5.47381
71 H 3.49606 3.44348 -1.45082
72 H 5.77408 -1.61202 1.25493
73 H -5.17329 2.50397 1.10075
74 H -4.20857 4.23518 2.39711
75 C -4.93404 1.97317 5.46555
76 C 4.77888 2.97204 3.62510
77 H 4.92367 -2.88385 -3.44481
78 H -3.69837 -2.00650 0.64000
79 H 0.53329 -0.89606 1.68431
80 H -3.26376 0.90072 -1.43199
81 C -0.07421 -0.13789 1.19013
82 H 2.02145 1.35226 -3.42566
83 H -3.36810 -0.83218 2.86862
84 C -1.06566 5.03568 1.55896
85 C 4.47302 -2.02540 -2.94674
86 N -4.24259 2.75285 4.59218
87 H 1.10422 -4.80797 0.96272
88 H 3.46715 -0.98143 2.32348
89 H -5.86811 4.31519 3.05050
90 H 2.05377 -0.38875 -3.03140
91 C -3.22240 2.32397 -2.71072
92 H 1.22721 6.67573 1.27558
93 H -0.54724 -7.17075 -3.38951
94 C 0.66902 -0.07132 -0.30676
95 H 3.83127 -7.25151 4.23792
96 H 0.25187 0.00753 -4.72166
97 H -2.47196 2.98901 -3.13810
98 C 3.01978 1.73493 3.01830
99 H 0.10974 -3.18718 -2.40896
100 H -4.48908 -1.60409 -0.95787
101 H 3.63791 -3.07072 0.93079
102 H 5.68303 -4.24286 2.06466
103 N -3.49946 0.71009 4.29016
104 O -0.19807 1.08361 1.96749
105 H 3.40823 -2.24603 -2.87156
106 N -2.83472 -2.96722 -0.89159
107 C -4.50054 0.64758 5.27352
108 H 6.03361 -1.17103 2.94380
109 H -3.98893 -2.02676 -3.46181
110 C 0.58624 3.65425 0.19071
111 C 6.51637 -6.43660 3.50645
112 C -4.45685 4.15471 4.63786
113 C -4.64314 2.02663 0.27662
114 O -4.58122 0.71736 0.57712
115 C 2.85816 -3.66876 1.40242
116 H -4.88719 5.73339 3.05211
117 O 4.63999 -0.77879 -3.68114
118 H 1.87420 -5.90886 2.93130
119 H 6.66004 -6.05940 4.51896
120 C -0.89569 -3.23406 -2.01743
121 H 6.15376 1.35335 3.07638
122 C -0.60044 -5.70939 -1.70793
123 H -1.43854 1.03726 -6.35679
124 H -0.41429 -1.54082 -6.93027
125 H -5.32218 -0.66935 1.91313
126 H 3.11743 5.67899 -0.20069
127 C 2.44001 4.04705 3.91154
128 O 0.21678 0.34648 -7.57053
129 N 3.38310 2.97550 3.45417
130 C -1.06146 -6.27721 -3.03556
131 H 5.00080 -2.09767 -1.99578
132 C 5.62272 -0.82617 1.99493
133 N 5.12733 -5.93541 3.14949
134 N 0.15726 4.84735 0.76574
135 H 3.16080 2.26950 -0.16165
136 H -1.46160 1.44237 -8.10206
137 H -0.78999 5.16103 2.60606
138 H -3.16895 3.56064 -0.43499
139 C 2.51761 0.40168 -3.62146
140 C 4.25205 -0.28689 2.02408
141 H -2.39452 0.91338 -4.19437
142 N 3.46373 -4.65936 2.30636
143 H -1.84402 -0.14294 -7.33179
144 H 2.28624 -3.06609 2.10796
145 H -3.73553 4.70487 5.24211
146 H -1.01422 -0.66877 1.03967
147 H -6.10728 0.72309 2.22198
148 C -4.83986 4.65217 3.18177
149 H -0.03582 2.77881 0.07639
150 H 2.38620 4.05932 5.00014
151 C -3.31405 1.97907 3.92945
152 C 3.87194 -6.37594 3.60693
153 H -2.76668 6.26028 0.93488

Forces on atoms 1 to 6 (eV/Å):
0.0 1.3 -0.8
0.4 1.3 0.9
0.1 0.0 -0.1
0.0 0.7 -0.5
0.2 -0.1 -0.3
2.5 -0.1 -0.2

Results of the Löwdin charge analysis, in e, for atoms 1 through 5: 0.06, 0.04, 0.16, 0.12, 0.16

The following is a DFT calculation (the ωB97M-V functional and the def2-TZVPD basis) of a structure of composition C21H19BrF3NO3Pb in a non-equilibrium geometry.

Output
LUMO (alpha / beta) (eV): -8.535 / -8.988
Net charge: +2
Energy relative to the best compared isomer or geometry (same formula, charge and spin) (eV): 3.210

Positions of all 49 atoms, in Å:
1 H 0.47429 -2.51667 2.91031
2 C 2.29882 -3.54585 -0.81922
3 F 1.61687 0.48980 2.57987
4 Br -3.84583 -4.52235 4.42079
5 H 3.30969 5.39620 0.27070
6 C 0.26891 -2.85780 -2.60392
7 C 1.55067 -2.32026 -2.75979
8 H -2.43757 4.09858 -0.94860
9 H -0.94684 -3.73557 4.49678
10 H 0.84363 -4.81783 0.10829
11 N -1.01715 -2.20206 1.51337
12 H 1.76809 -1.68852 -3.60706
13 C 2.56187 -2.66731 -1.86892
14 C 0.88844 4.76525 -0.75166
15 F 3.20511 0.35895 1.10610
16 C 2.19217 -0.27089 1.66476
17 C 0.01046 -3.74709 -1.55334
18 H 3.56403 -2.30060 -2.02078
19 H -4.21069 -3.21822 1.74530
20 F 2.61853 -1.40030 2.22715
21 H 3.47342 5.19318 -1.49406
22 C -1.90417 1.45047 -0.51636
23 C -3.36006 1.64715 -0.80601
24 H -3.67195 2.67340 -0.94098
25 H -0.96048 -4.21210 -1.47156
26 Pb 0.38848 -1.08855 -0.21244
27 O -1.55140 0.29709 -0.21174
28 H -3.61036 1.09467 -1.71398
29 O 1.61741 5.85546 -0.84745
30 H -0.87727 5.94339 -1.10526
31 C -2.30166 -2.39945 1.20870
32 C -0.56609 -2.67956 2.67544
33 C 1.02703 -4.09107 -0.66716
34 H -0.49634 -2.65445 -3.34103
35 H -2.62822 -1.99613 0.26282
36 H -3.94656 1.20503 -0.00060
37 O 1.00969 1.20732 -0.39220
38 C -3.18083 -3.07608 2.03239
39 C -0.51330 4.94127 -0.92564
40 H 3.37667 6.82693 -0.78960
41 C 0.49049 2.35241 -0.47833
42 C -1.36257 -3.37019 3.56978
43 H 2.40896 3.28490 -0.36915
44 C 1.35701 3.48374 -0.50499
45 C -0.96503 2.56756 -0.60737
46 C 3.02591 5.80017 -0.70333
47 C -2.69989 -3.57721 3.24082
48 C -1.38961 3.87353 -0.84015
49 H 3.09722 -3.85036 -0.16070

Forces on atoms 1 to 6 (eV/Å):
0.2 0.0 0.0
-0.1 0.0 -0.1
-0.2 -0.3 -0.6
0.4 0.4 -0.5
-0.1 0.0 0.0
0.1 -0.2 0.0

Results of the natural (NBO) charge analysis, in e, for atoms 1 through 5: 0.21, -0.21, -0.28, 0.18, 0.20

The following is a DFT calculation (the ωB97M-V functional and the def2-TZVPD basis) of a cluster of 2 separate species, C4H14N2O in total in a non-equilibrium geometry.

Output
SMILES: CN[C@@H](C)CN.O
LUMO (eV): 0.785
Energy relative to the best compared isomer or geometry (same formula, charge and spin) (eV): 3.400

Positions of all 21 atoms, in Å:
1 H 0.78739 1.06363 -1.80376
2 C -0.01461 -0.47027 -0.39995
3 H 3.28144 2.04570 -0.36115
4 H -1.67908 -1.39707 -0.94852
5 H -3.21633 -0.21246 -0.04699
6 O 3.02919 1.42994 -1.10982
7 H 0.52462 -1.19205 -1.05198
8 H 0.74390 -2.15075 1.47544
9 C -0.08461 0.82197 -1.23204
10 H -0.14240 1.64935 -0.46590
11 H -2.00833 0.88970 -0.02320
12 H 2.47108 0.61326 -0.72666
13 C -2.23287 -0.13590 0.49342
14 N -1.28136 -1.07869 -0.01153
15 H 0.44407 0.57949 1.28345
16 H 1.92089 -0.22210 0.67001
17 C 0.85180 -0.34943 0.85324
18 H -0.60909 -1.37586 1.89302
19 H -0.94304 0.93125 -1.88328
20 H -2.25686 -0.06611 1.64343
21 N 0.41420 -1.37360 1.75277

Forces on atoms 1 to 6 (eV/Å):
0.6 -0.3 -0.3
1.7 -0.7 -2.0
-0.7 -1.5 -1.1
0.6 0.2 1.8
0.4 -0.8 1.4
-1.2 -1.6 1.9

Results of the natural (NBO) charge analysis, in e, for atoms 1 through 5: 0.24, -0.07, 0.48, 0.36, 0.22